The following is a DFT calculation (ωB97M-V with the def2-TZVPD basis set) of a structure of composition C27H46BrMnNOP2S.

Calculated values
* DFT total energy: -163040.522 eV
* 2S+1: 6
* F_max: 0.061 hartree/bohr
* LUMO (spin up / spin down): -7.16 / -9.06 eV
* total charge: +2
* gap between HOMO and LUMO (spin up / spin down): 5.748 / 4.074 eV
* E_HOMO (spin up / spin down): -0.47431 / -0.48264 hartree

Last column: Mulliken spin population.
Geometry (Å):
N (5.33385, -1.28057, -4.33732)  0.014
C (4.62947, -2.25927, -3.78560)  -0.006
C (3.22857, -2.27503, -3.81189)  0.014
C (2.54229, -1.19344, -4.39071)  -0.005
C (3.33132, -0.18777, -5.02640)  0.015
C (4.72482, -0.28250, -4.97795)  -0.006
C (1.10128, -1.05255, -4.24316)  0.064
Mn (-2.18623, 1.61391, -0.18496)  4.473
P (-2.61381, 0.81568, 3.25879)  0.593
C (0.48499, 0.15966, -4.40770)  -0.023
C (-0.82745, 0.49531, -3.96221)  0.042
C (-1.12740, 1.86751, -3.73778)  -0.053
C (-1.90294, 2.19886, -2.63910)  0.041
C (-2.44003, 1.10114, -1.93306)  -0.551
C (-2.35784, -0.24778, -2.26298)  0.051
C (-1.66704, -0.53138, -3.44786)  -0.048
Br (-4.38034, 1.88926, 0.63943)  0.032
H (0.51893, -1.94993, -3.99178)  0.002
H (1.05192, 0.97526, -4.87823)  -0.002
H (2.69351, -3.07359, -3.30085)  0.001
H (2.89474, 0.69850, -5.48553)  0.001
H (5.18306, -3.04223, -3.25922)  0.000
H (5.32870, 0.50471, -5.43132)  0.000
H (-0.68867, 2.61997, -4.40800)  0.002
H (-1.64905, -1.52249, -3.89020)  0.000
H (-2.05586, 3.25489, -2.37546)  -0.011
H (-2.79544, -1.03843, -1.63296)  -0.014
P (0.48097, 1.83075, 0.42438)  0.052
C (-3.78028, -0.62217, 3.10704)  0.060
C (-5.21896, -0.49134, 3.57807)  0.032
H (-3.28131, -1.46253, 3.62261)  -0.001
H (-3.75762, -0.85855, 2.02724)  0.007
H (-5.73609, -1.43818, 3.38298)  0.005
H (-5.29868, -0.30299, 4.65312)  -0.002
H (-5.75674, 0.28073, 3.02158)  0.001
C (-3.33467, 2.48297, 3.69658)  0.045
C (-4.43677, 2.61950, 4.72090)  0.045
H (-3.67622, 2.89532, 2.73040)  0.003
H (-2.46350, 3.08234, 4.00529)  -0.002
H (-4.88694, 3.61520, 4.61269)  0.007
H (-5.23739, 1.88754, 4.58265)  -0.002
H (-4.05940, 2.56263, 5.74718)  -0.002
C (-1.71337, 0.36529, 4.77566)  0.075
C (-2.55526, -0.02827, 5.98373)  0.060
H (-1.04325, 1.20473, 5.00852)  0.004
H (-1.06518, -0.47297, 4.47877)  -0.001
H (-1.88740, -0.16940, 6.84431)  0.005
H (-3.28688, 0.74337, 6.25292)  -0.006
H (-3.08390, -0.97469, 5.81539)  -0.003
C (1.77214, 1.28903, 1.65001)  0.011
C (1.31276, 1.21240, 3.09738)  0.041
H (2.59914, 2.01505, 1.56010)  0.002
H (2.16571, 0.31332, 1.32705)  -0.006
H (2.18542, 1.06577, 3.74608)  0.000
H (0.81014, 2.12793, 3.42675)  -0.002
H (0.63168, 0.37247, 3.27112)  -0.010
C (0.49649, 3.64942, 0.81322)  -0.041
C (-0.19761, 4.49669, -0.23741)  0.025
H (1.55445, 3.93198, 0.93294)  -0.001
H (0.00360, 3.75183, 1.79249)  -0.001
H (-0.07601, 5.55374, 0.01173)  0.002
H (0.22395, 4.34358, -1.23637)  0.000
H (-1.27531, 4.29718, -0.29546)  0.010
C (1.51981, 1.81900, -1.12823)  0.000
C (2.71374, 0.87538, -1.23855)  0.001
H (1.84872, 2.85714, -1.28862)  0.003
H (0.80793, 1.58128, -1.93223)  -0.001
H (3.15199, 0.96650, -2.23910)  0.001
H (3.51286, 1.10634, -0.52426)  0.000
H (2.42589, -0.17548, -1.10731)  0.001
C (-0.61288, -3.71156, 0.29315)  0.000
S (0.04769, -2.19792, 1.03345)  -0.003
C (1.75074, -2.33732, 0.41595)  0.000
O (-0.57194, -1.03230, 0.28535)  -0.041
H (-0.04880, -4.58755, 0.64784)  0.000
H (-0.53321, -3.65504, -0.80639)  0.000
H (-1.65816, -3.79842, 0.62907)  0.000
H (1.75865, -2.18465, -0.67271)  0.001
H (2.36318, -1.59357, 0.94074)  -0.001
H (2.16185, -3.32610, 0.64488)  0.000

Force components x, y, z for each atom (eV/Å):
N 0.7 -0.1 -0.1
C -0.6 0.3 -0.1
C 0.0 0.4 0.1
C 1.3 0.3 -0.6
C 0.1 -0.5 0.6
C -1.1 -0.3 0.3
C -1.0 1.1 -0.4
Mn 1.0 0.0 1.7
P -1.8 0.0 2.5
C 1.3 -1.1 -1.5
C -1.1 -0.2 0.3
C 0.4 -0.6 0.0
C -0.6 -0.3 -0.3
C 0.2 0.1 -0.9
C -0.5 -0.1 -0.9
C 0.2 0.8 0.9
Br 0.2 -0.3 -0.6
H 0.4 0.5 0.4
H -0.1 -0.3 0.6
H 0.0 0.1 -0.2
H 0.0 -0.4 0.0
H -0.1 0.2 -0.3
H 0.0 -0.3 0.1
H 0.0 -0.3 0.6
H 0.3 0.0 0.4
H -0.2 -0.5 -0.1
H 0.1 0.5 -0.5
P 0.7 0.9 -0.1
C 0.7 -0.3 -1.1
C -0.4 0.2 0.1
H 0.0 0.4 -0.2
H -0.2 -0.1 0.4
H 0.2 0.1 0.0
H 0.1 0.0 -0.2
H 0.1 0.0 0.1
C 0.7 0.5 -1.6
C -0.6 -0.2 0.7
H 0.3 -0.1 0.7
H -0.1 -0.2 -0.1
H 0.2 -0.2 -0.1
H 0.2 0.2 0.1
H -0.1 -0.1 -0.2
C 1.5 0.0 -0.6
C -0.5 -0.1 0.3
H -0.1 -0.2 0.0
H 0.0 0.1 0.3
H -0.1 0.0 -0.3
H 0.2 -0.3 0.0
H 0.1 0.3 0.1
C -0.3 -0.4 0.0
C 0.1 -0.1 0.3
H -0.4 -0.2 -0.1
H -0.2 0.4 0.1
H -0.2 0.0 -0.1
H 0.1 0.0 0.0
H 0.1 0.1 -0.1
C 0.2 -0.6 0.3
C 0.1 0.2 -0.1
H -0.4 0.1 0.0
H 0.2 0.2 -0.2
H -0.2 -0.1 -0.1
H -0.1 0.0 0.1
H 0.0 0.0 0.1
C -0.6 0.0 -0.4
C 0.2 -0.2 0.1
H -0.1 -0.3 0.1
H 0.3 0.1 0.1
H -0.1 0.0 0.1
H -0.2 0.0 -0.1
H 0.0 0.3 -0.1
C 0.0 -0.1 -0.1
S 0.2 -0.2 -0.4
C 0.0 -0.1 0.0
O 0.0 -0.2 0.2
H -0.1 0.4 0.0
H -0.1 0.1 0.5
H 0.4 0.0 -0.3
H -0.1 0.0 0.3
H -0.2 -0.2 -0.3
H -0.2 0.1 0.1

=====

The following is a DFT calculation (ωB97M-V with the def2-TZVPD basis set) of a cluster of 10 separate species, H20O10 in total.

Calculated values
* DFT total energy: -20796.847 eV
* F_max: 0.085 hartree/bohr
* structure (SMILES): O.O.O.O.O.O.O.O.O.O
* LUMO: -0.21 eV
* total charge: 0
* energy above the lowest of the compared OMol25 structures with the same formula, charge and spin: 5.765 eV
* gap between HOMO and LUMO: 9.210 eV
* E_HOMO: -0.34627 hartree

Last column: Mulliken charge in e.
Geometry (Å):
H (-0.04978, -0.42927, -0.06531)  0.312
H (-1.49073, -1.08501, -0.08560)  0.279
H (2.24011, -3.17045, 1.14146)  0.325
H (3.29933, -3.25388, 0.05730)  0.265
H (4.79461, -0.58920, -0.69046)  0.316
H (4.39571, -1.96171, -1.21222)  0.277
H (1.21674, 1.70851, -1.86147)  0.293
H (0.58967, 2.91513, -2.56097)  0.271
H (0.51828, 4.87019, -0.36881)  0.292
H (1.37507, 3.77730, 0.41358)  0.308
H (0.34422, -4.07305, -0.13562)  0.292
H (-0.72202, -3.05138, -0.15969)  0.368
H (-4.89829, -1.41856, 1.70643)  0.316
H (-4.66577, -0.75387, 0.37906)  0.320
H (1.80057, 2.16342, 3.94298)  0.307
H (1.89806, 1.20790, 2.88428)  0.292
H (-0.61321, 0.59932, -2.08506)  0.371
H (-1.31675, 0.46511, -3.53707)  0.279
H (-3.23848, 1.86572, 1.14190)  0.302
H (-2.45397, 0.44499, 1.10132)  0.255
O (-0.71873, -0.92726, -0.57687)  -0.580
O (2.48333, -2.95231, 0.26957)  -0.567
O (4.14825, -0.98201, -1.26255)  -0.605
O (0.35611, 2.08673, -2.06198)  -0.605
O (0.66702, 4.53174, 0.48347)  -0.602
O (-0.45587, -3.91048, 0.35749)  -0.654
O (-5.19863, -1.47048, 0.80498)  -0.632
O (2.15828, 1.35403, 3.77600)  -0.598
O (-1.39058, 0.87947, -2.59981)  -0.619
O (-2.42712, 1.36166, 0.80895)  -0.578

Force components x, y, z for each atom (eV/Å):
H -0.9 -0.6 0.0
H -1.4 0.1 1.2
H -0.1 -0.6 1.6
H 3.7 -1.6 -0.5
H 0.5 0.5 0.5
H -0.6 2.2 -0.3
H 0.4 0.0 0.1
H -0.5 -1.2 0.7
H -0.1 0.4 -1.8
H -2.2 2.3 -0.2
H 0.7 -0.5 -0.1
H 0.5 -2.1 1.6
H 0.0 -0.2 0.7
H -0.8 -0.9 0.2
H -1.5 3.6 1.1
H -0.2 -0.5 -1.2
H -1.1 -0.1 -0.9
H 0.0 0.9 2.7
H 1.7 -1.5 -0.5
H -0.4 0.3 0.3
O 2.5 0.1 -1.0
O -3.8 2.0 -1.0
O 0.3 -2.4 -0.3
O 2.6 2.7 0.0
O 2.4 -2.7 2.0
O -1.1 2.7 -1.5
O 0.8 1.1 -0.9
O 1.7 -3.1 0.0
O -1.6 -2.2 -3.0
O -1.3 1.2 0.4